Below is a structure of composition C6H10N3 at a distorted geometry, with properties calculated with the ωB97M-V functional and the def2-TZVPD basis.

Geometry as XYZ:
```
19
C6H10N3 | OMol25 | the ωB97M-V functional and the def2-TZVPD basis
C 0.36208 0.78200 1.73081
C 1.26179 0.71252 -0.85292
C -1.65400 -0.90437 1.17754
C -0.81206 -0.87129 -1.51201
C 0.33972 1.36256 0.27284
C -0.93187 0.66739 0.30883
N -1.11469 0.36034 1.64523
N -1.37011 -0.47887 -0.19163
N 0.34619 -0.01138 -1.77558
H 1.07716 -0.08162 1.96889
H 0.51865 1.37415 2.49900
H 1.76029 1.57977 -1.30416
H 2.09746 0.07620 -0.35768
H -1.09800 -1.74083 1.39488
H -2.64681 -0.98879 1.31651
H -0.53441 -1.95004 -1.36094
H -1.63788 -0.76478 -2.17461
H 0.51419 2.40912 0.43478
H 0.11696 0.71331 -2.41517
```

As for the total charge: +1. The calculation puts the HOMO energy at -13.8 eV. For the LUMO energy, the calculation gives -4.06 eV. The calculation puts the frontier orbital gap at 9.77 eV.

Löwdin atomic charge list, values in e, 5 entries: C 0.003; C -0.090; C -0.005; C -0.085; C -0.099